[1]
Density functional theory data (ωB97M-V with the def2-TZVPD basis set) for C48H43N8O3PRuS2 as an isolated structure.

The geometry in XYZ format:
```
106
Properties=species:S:1:pos:R:3:forces:R:3
Ru 0.066482 -1.009041 0.115921 -0.388 -0.193 0.173
N 3.910432 -1.010245 0.951182 -0.023 -0.037 0.042
C 3.860101 -2.026176 1.902865 0.006 0.018 -0.068
C 5.033907 -2.672695 2.300880 0.009 0.001 0.006
C 5.013517 -3.619929 3.303304 -0.006 0.008 -0.013
C 3.822903 -3.953407 3.945047 0.002 -0.007 0.002
C 2.658659 -3.323479 3.559899 0.020 -0.009 -0.010
C 2.658153 -2.371315 2.535015 -0.020 -0.053 -0.032
P 1.148348 -1.464499 2.165729 0.102 0.279 -0.087
C 1.017164 -0.285161 3.538948 0.076 -0.080 0.106
C 1.919482 0.778588 3.524424 -0.017 0.007 0.007
C 1.931248 1.701735 4.557196 -0.007 0.000 0.007
C 1.043896 1.567024 5.617959 0.012 -0.005 0.001
C 0.174395 0.488165 5.658086 0.002 0.009 0.001
C 0.167819 -0.444519 4.629340 -0.048 0.025 -0.036
C -0.249070 -2.620774 2.247619 -0.015 -0.027 0.073
C -0.096279 -3.965503 1.886052 -0.040 -0.032 0.052
C -1.201195 -4.789512 1.793683 0.050 0.005 -0.002
C -2.475327 -4.285652 2.033935 -0.030 -0.001 -0.004
C -2.644416 -2.954552 2.375160 -0.003 -0.003 -0.001
C -1.535043 -2.124094 2.485953 0.018 -0.007 -0.052
H 4.748941 -1.001339 0.390754 0.015 -0.003 0.013
H 3.079111 -0.927364 0.382993 0.029 -0.011 0.028
H 5.966635 -2.414064 1.814084 0.005 -0.003 0.007
H 5.936628 -4.104777 3.592609 0.000 -0.001 0.002
H 3.810318 -4.688643 4.737129 0.004 -0.002 -0.002
H 1.730094 -3.565981 4.062829 -0.022 0.004 -0.003
H 2.639674 0.857782 2.720182 0.032 0.052 -0.082
H 2.645089 2.515991 4.546300 -0.011 -0.007 -0.012
H 1.049172 2.287820 6.424901 0.000 0.001 -0.004
H -0.495350 0.362427 6.498416 0.001 -0.004 0.002
H -0.496196 -1.295906 4.691804 0.003 0.002 0.013
H 0.887503 -4.359605 1.668922 0.013 -0.003 0.024
H -1.069806 -5.828832 1.524052 -0.007 0.001 -0.002
H -3.336331 -4.937472 1.962212 0.003 0.002 -0.009
H -3.633729 -2.563098 2.575272 0.003 0.003 0.005
H -1.661851 -1.097061 2.795161 -0.004 -0.025 0.012
N -1.749582 -1.113939 -0.939812 -0.179 0.010 0.156
C -2.432898 0.095331 -1.335024 0.053 -0.145 0.207
C -3.804721 0.178923 -1.179965 -0.084 0.012 0.098
C -4.459538 1.380216 -1.408655 0.033 -0.023 0.026
C -3.722474 2.489748 -1.788882 -0.002 0.047 -0.006
C -2.356133 2.373593 -1.997416 0.057 0.038 -0.053
C -1.683925 1.170674 -1.798276 -0.073 -0.059 0.013
C -0.240883 1.025306 -2.112953 -0.145 -0.044 -0.015
C 0.228061 1.737178 -3.221947 0.021 0.084 -0.026
C 1.545070 1.677152 -3.632313 0.029 -0.002 0.028
C 2.422912 0.864816 -2.934645 -0.062 -0.049 0.067
C 1.958589 0.121140 -1.857554 0.012 -0.024 -0.121
C 0.630557 0.173717 -1.420321 0.432 0.113 -0.291
H -2.360899 -1.690873 -0.363711 -0.109 -0.092 -0.193
H -1.518934 -1.695743 -1.760472 0.071 0.028 -0.129
H -4.358532 -0.697455 -0.860097 0.006 0.003 -0.010
H -5.530389 1.449837 -1.275428 -0.006 -0.008 0.006
H -4.211438 3.445291 -1.932284 0.033 0.010 -0.023
H -1.792598 3.241635 -2.312798 -0.054 -0.039 -0.007
H -0.475496 2.322379 -3.800262 -0.005 0.000 0.018
H 1.871906 2.233525 -4.499889 0.006 0.004 -0.011
H 3.458634 0.782645 -3.238488 0.012 -0.010 0.007
H 2.661111 -0.547443 -1.380250 -0.005 0.020 -0.010
C 1.365362 2.302366 0.573918 -0.005 0.041 0.093
C -0.013700 1.983735 1.032703 0.011 0.007 -0.122
N -0.630481 0.811608 0.988370 0.038 0.091 0.166
C -1.897072 1.009911 1.505455 -0.014 0.148 -0.143
C -2.044878 2.308266 1.852390 -0.044 -0.063 0.033
N -0.849255 2.913975 1.544697 0.058 -0.045 0.034
C -0.542851 4.317284 1.804098 -0.002 -0.011 0.061
N -1.629614 5.153206 1.418711 -0.005 0.087 -0.002
N -2.602467 5.457296 2.322503 -0.023 -0.035 -0.044
N -3.549952 6.067069 1.732982 0.005 -0.014 -0.012
C -3.237692 6.176993 0.389546 -0.003 0.022 0.041
C -3.945034 6.762414 -0.663892 -0.008 0.003 -0.020
C -3.359831 6.720968 -1.908048 0.002 -0.008 0.025
C -2.098464 6.120057 -2.109741 0.000 0.007 0.001
C -1.392315 5.539503 -1.080382 -0.001 0.048 0.006
C -1.998647 5.582340 0.176757 0.013 -0.013 -0.026
H 1.933846 1.386565 0.455105 0.021 0.001 0.065
H 1.874843 2.942057 1.294254 0.024 -0.002 0.021
H 1.350493 2.802395 -0.398203 -0.016 -0.017 0.003
H -2.636482 0.231805 1.528485 -0.022 -0.010 0.021
H -2.874511 2.854100 2.266543 0.003 -0.006 0.010
H 0.345793 4.591380 1.240585 0.010 -0.023 0.018
H -0.365847 4.464634 2.869056 -0.014 0.035 -0.020
H -4.905976 7.228009 -0.495060 0.001 0.004 -0.002
H -3.866492 7.163825 -2.754489 -0.002 0.000 0.000
H -1.675627 6.120717 -3.106165 0.001 -0.002 0.000
H -0.425913 5.079884 -1.243749 0.012 0.002 -0.004
O -0.698890 -1.285034 -5.273344 0.026 0.004 0.010
S -0.552326 -2.571608 -4.672185 -0.090 -0.102 -0.080
O -1.517343 -3.600805 -4.928867 0.001 0.040 0.010
N -0.448834 -2.408368 -3.011355 0.083 0.010 -0.074
C 0.693025 -2.803082 -2.567580 0.162 -0.049 0.060
S 1.107631 -2.840189 -0.881298 -0.019 0.034 -0.042
C 1.651636 -3.283098 -3.598519 0.050 -0.014 0.035
C 2.946617 -3.743972 -3.439684 -0.001 -0.010 -0.005
C 3.651116 -4.114092 -4.579294 -0.005 -0.002 0.002
C 3.074272 -4.017741 -5.841890 -0.008 0.007 -0.001
C 1.773233 -3.550045 -6.002578 0.016 -0.012 0.004
C 1.091048 -3.196046 -4.860203 -0.017 0.039 0.004
H 3.390409 -3.813168 -2.455087 0.001 0.002 -0.001
H 4.664116 -4.482089 -4.486537 -0.003 0.001 0.004
H 3.646549 -4.309866 -6.712035 -0.004 0.002 -0.003
H 1.319149 -3.468007 -6.980502 0.002 -0.004 -0.003
O -2.769984 -3.822269 -1.595918 0.087 -0.164 -0.020
H -2.289279 -3.978188 -2.421440 -0.062 0.148 -0.016
H -3.162900 -4.677181 -1.392452 -0.064 0.047 0.029
```
Forces are in eV/Å.

Summary:
charge: +1
energy above the lowest of the compared OMol25 structures with the same formula, charge and spin: 4.33 kcal/mol
HOMO energy (spin up / spin down): -10.5 / -10.4 eV
2S+1: 2
LUMO (spin up / spin down): -2.67 / -3.75 eV
HOMO-LUMO gap (spin up / spin down): 7.79 / 6.66 eV

These are the Mulliken partial charges, in e, on atoms 1 to 4: Ru 0.608; N -0.202; C 0.547; C -0.469

[2]
Density functional theory data (ωB97M-V with the def2-TZVPD basis set) for C51H32AsCl2F4N11O2PbS as an isolated structure.

The geometry in XYZ format:
```
105
Properties=species:S:1:pos:R:3:forces:R:3
Pb 1.081071 0.273693 -0.630310 0.190 0.113 -0.375
Cl -1.537574 6.293546 -3.873866 -0.010 0.004 -0.003
C -0.333424 5.196758 -3.322898 -0.009 0.012 0.014
C 0.227952 5.432250 -2.055647 0.036 0.040 -0.030
C 1.166533 4.511722 -1.692085 0.009 0.006 0.051
N 2.017605 4.088474 -0.632342 0.345 0.165 -0.216
C 1.848824 4.256044 0.723019 -0.214 -0.191 -0.010
O 1.284206 5.249428 1.109272 0.044 0.129 0.033
C 2.287291 3.207167 1.710014 -0.061 0.017 0.027
C 3.114349 3.598428 2.750927 0.013 0.036 -0.025
C 3.327784 2.715987 3.793168 0.013 -0.014 0.014
C 2.661312 1.499865 3.780029 0.007 0.003 0.018
C 1.850158 1.203012 2.701757 0.048 -0.135 -0.163
N 1.675551 2.019247 1.655640 0.027 0.158 0.000
C 1.540961 3.433080 -2.474936 0.064 0.113 -0.038
C 1.023313 3.185045 -3.713142 0.039 -0.016 -0.039
C 0.050329 4.112929 -4.117612 0.001 0.005 0.038
Cl -0.693921 3.843941 -5.650164 -0.011 -0.013 -0.031
N 2.393600 2.940875 -1.420578 -0.499 -0.484 0.407
C 3.640290 2.345210 -1.364770 0.181 0.219 0.042
O 4.409529 2.541088 -0.456671 -0.076 0.011 -0.050
C 3.880188 1.388313 -2.490030 0.089 0.012 0.010
C 5.172554 1.184652 -2.943232 -0.021 -0.018 -0.024
C 5.352004 0.324063 -4.015688 -0.015 -0.005 -0.013
C 4.241346 -0.292441 -4.572169 0.017 0.034 0.007
C 2.991763 -0.041430 -4.025175 -0.011 -0.072 -0.003
N 2.803299 0.784159 -2.997743 -0.017 -0.113 0.058
H -0.074755 6.272100 -1.449084 -0.009 0.004 0.001
H 3.560062 4.583058 2.739239 0.005 -0.003 -0.003
H 3.982662 2.980217 4.612280 -0.013 0.009 0.006
H 2.762467 0.794436 4.592922 0.002 -0.002 -0.003
H 1.312698 0.260485 2.663001 0.038 0.023 -0.001
H 1.291023 2.355311 -4.347308 -0.013 0.039 0.027
H 5.997597 1.697941 -2.469483 -0.012 0.010 0.004
H 6.340599 0.145544 -4.416771 -0.004 -0.001 0.004
H 4.337151 -0.955538 -5.420601 -0.002 -0.007 0.009
H 2.103286 -0.512357 -4.431873 -0.018 0.001 0.009
N -0.227233 -2.749337 -4.002907 0.033 0.044 -0.010
C -1.079615 -2.161878 -4.975146 -0.025 -0.011 -0.004
C -1.558669 -2.936083 -6.015008 -0.022 -0.019 0.003
C -2.387471 -2.370562 -6.976097 0.009 -0.004 0.000
C -2.737809 -1.034829 -6.889160 0.000 0.003 0.005
C -2.256309 -0.258562 -5.841142 -0.023 0.003 -0.004
C -1.424596 -0.822513 -4.891315 -0.015 -0.010 0.052
S -0.787448 0.202137 -3.594177 0.022 0.031 -0.088
N 0.011106 -0.909297 -2.570003 -0.022 -0.005 0.158
C 0.225678 -2.140000 -2.888765 -0.010 -0.047 -0.053
C 1.098846 -2.964405 -1.990432 -0.019 -0.008 0.001
C 1.122512 -4.349720 -2.025774 -0.003 0.014 -0.008
C 2.028997 -5.021061 -1.216788 0.031 0.002 0.011
C 2.879359 -4.290528 -0.406154 -0.014 -0.014 -0.005
C 2.759023 -2.908247 -0.406301 -0.034 -0.014 0.023
N 1.886017 -2.263229 -1.171765 0.057 0.070 -0.046
H 0.025506 -3.709661 -4.158405 0.065 0.015 -0.015
H -1.285183 -3.983072 -6.078945 -0.008 0.001 0.004
H -2.755166 -2.980393 -7.789185 -0.004 0.000 0.003
H -3.385726 -0.590561 -7.631525 0.009 0.005 -0.004
H -2.522177 0.789349 -5.771125 -0.005 0.007 0.004
H 0.435050 -4.920343 -2.634628 -0.011 0.005 0.009
H 2.060993 -6.102022 -1.221635 -0.006 0.005 0.004
H 3.613030 -4.775457 0.222322 0.001 0.006 -0.003
H 3.384421 -2.293763 0.233701 -0.002 -0.019 -0.012
C -3.172070 1.496093 -1.275426 0.021 -0.039 0.011
As -1.608576 1.490215 -0.127634 -0.073 0.106 0.044
C -1.513830 3.377509 0.297666 0.060 0.010 0.001
C -2.332460 0.691650 1.528273 0.033 0.027 -0.027
C -3.376289 1.536171 2.192327 -0.009 -0.019 0.006
C -4.725994 1.364620 1.896703 -0.008 0.012 -0.015
C -5.687362 2.162884 2.500636 -0.002 -0.001 -0.004
C -5.309442 3.141130 3.408379 0.004 0.004 -0.001
C -3.966579 3.313858 3.716330 -0.003 0.004 0.000
C -3.007673 2.516315 3.111870 0.009 -0.014 -0.001
H -3.989814 1.960734 -0.724655 -0.003 -0.011 -0.010
H -3.440738 0.482611 -1.565675 0.005 -0.008 -0.006
H -2.954400 2.076865 -2.168787 0.010 0.014 -0.015
H -2.486471 3.703379 0.662771 -0.009 0.004 0.009
H -1.262865 3.925380 -0.610371 -0.034 -0.048 0.051
H -0.758171 3.573618 1.057497 -0.062 -0.021 -0.034
H -1.483734 0.517230 2.190210 0.019 0.017 0.003
H -2.731010 -0.278319 1.225988 0.019 -0.018 0.019
H -5.030730 0.592148 1.199054 0.001 -0.004 0.005
H -6.733429 2.014738 2.267612 0.001 0.002 -0.003
H -6.058648 3.762510 3.879791 0.000 -0.003 0.003
H -3.666840 4.068849 4.431032 -0.001 0.000 -0.002
H -1.959811 2.653610 3.358230 -0.001 0.001 0.006
F 0.462997 -1.597231 3.951376 -0.049 -0.031 0.071
C -0.027525 -2.718151 4.490437 -0.027 0.061 0.028
C -0.113351 -2.820317 5.825354 0.029 -0.001 -0.042
F 0.279567 -1.805267 6.564584 0.002 0.008 0.012
C -0.606061 -4.022767 6.478631 -0.001 -0.017 0.018
C -0.954365 -5.104581 5.570175 0.000 -0.004 -0.023
C -0.859740 -4.988590 4.233585 0.011 -0.009 0.041
F -1.213428 -6.006733 3.465747 0.001 0.010 -0.012
C -0.424250 -3.771524 3.592498 -0.052 0.014 -0.034
C -0.405254 -3.620958 2.231130 0.107 -0.152 -0.151
C -0.121793 -2.388398 1.569971 -0.314 0.184 0.163
N -0.021263 -1.415463 0.966074 0.145 -0.221 0.077
C -0.661744 -4.665139 1.282063 0.072 -0.064 0.042
N -0.777956 -5.430726 0.432993 -0.067 0.044 0.000
F -1.394880 -6.232425 6.079148 0.008 0.005 -0.005
C -0.732314 -4.125273 7.829061 0.018 0.006 -0.011
C -0.413177 -3.058714 8.732704 -0.005 0.013 0.009
N -0.184546 -2.237438 9.501882 0.006 -0.014 -0.003
C -1.204698 -5.301772 8.496498 -0.030 -0.003 0.007
N -1.582097 -6.204552 9.097531 0.016 0.005 -0.002
```
Forces are in eV/Å.

Summary:
charge: +2
energy above the lowest of the compared OMol25 structures with the same formula, charge and spin: 34.83 kcal/mol
HOMO energy (spin up / spin down): -12.5 / -12.5 eV
LUMO (spin up / spin down): -7.69 / -7.69 eV
HOMO-LUMO gap (spin up / spin down): 4.77 / 4.76 eV

These are the Mulliken partial charges, in e, on atoms 1 to 4: Pb 1.827; Cl -0.164; C 0.477; C -1.197

[3]
Density functional theory data (ωB97M-V with the def2-TZVPD basis set) for a 2-piece molecular cluster, C9H11O3 overall at a distorted geometry.

The geometry in XYZ format:
```
23
Properties=species:S:1:pos:R:3:forces:R:3
C -2.952251 -3.787543 0.110061 0.120 -0.443 -1.072
C -2.534422 -2.793497 -0.981264 -0.153 0.510 0.114
O -1.812226 -1.835096 -0.524746 -0.440 -0.207 -0.311
O -2.840640 -2.976891 -2.160384 -0.082 -0.186 0.086
H -3.130785 -3.289501 1.041967 0.224 0.154 0.562
H -2.080578 -4.448126 0.123305 -0.090 -0.097 0.619
H -3.814982 -4.404686 -0.151155 0.033 0.191 -0.208
C 2.370173 3.030346 1.709342 0.737 -0.189 -0.050
C 0.414317 0.231993 -0.988534 0.146 0.857 0.431
C -0.243172 0.817785 0.110789 -0.844 0.455 -0.625
C 1.703050 0.728561 -1.276533 -0.230 -0.920 0.306
C 0.360147 1.802312 0.879245 0.303 -1.022 0.482
C 2.349065 1.555947 -0.381217 0.135 0.282 0.430
C 1.728512 2.038412 0.776049 -0.408 1.089 -0.984
O -0.134992 -0.627671 -1.804845 -0.607 -0.546 -0.718
H -1.054266 -1.125858 -1.454500 0.991 0.344 0.680
H -1.311858 0.629617 0.186412 0.190 -0.140 0.259
H 2.147339 0.289376 -2.159021 0.362 0.314 -0.098
H -0.216059 2.327853 1.637082 -0.003 -0.141 0.023
H 3.342830 1.937889 -0.564539 0.305 -0.235 -0.251
H 3.049785 2.523831 2.405528 -0.618 -0.038 0.563
H 1.585279 3.623203 2.170527 0.120 -0.127 0.587
H 3.075735 3.751744 1.296430 -0.194 0.094 -0.823
```
Forces are in eV/Å.

Summary:
charge: -1
energy above the lowest of the compared OMol25 structures with the same formula, charge and spin: 9.31 kcal/mol
HOMO energy: -4.3 eV
LUMO: 3.37 eV
HOMO-LUMO gap: 7.62 eV

These are the Mulliken partial charges, in e, on atoms 1 to 4: C -0.929; C 0.635; O -0.752; O -0.695

[4]
Density functional theory data (ωB97M-V with the def2-TZVPD basis set) for C3H3OTm as an isolated structure at a distorted geometry.

The geometry in XYZ format:
```
8
Properties=species:S:1:pos:R:3:forces:R:3
C 0.199182 -0.185072 0.423582 -1.162 -0.527 -0.498
C 1.059957 0.662335 -0.561736 0.422 0.018 -0.128
C -0.199310 1.039061 0.121112 0.909 -0.306 0.939
H 1.064124 0.502499 -1.651144 -0.110 -0.149 0.414
H 2.047514 0.972148 -0.186039 -0.386 0.134 -0.155
H -0.781564 1.906040 0.429423 -0.048 -0.476 -0.324
O -2.690632 -2.471293 0.509180 5.518 -0.076 1.195
Tm -0.699272 -2.425718 0.915623 -5.143 1.382 -1.444
```
Forces are in eV/Å.

Summary:
HOMO energy (spin up / spin down): -8.4 / -8.4 eV
2S+1: 3
LUMO (spin up / spin down): -1.90 / -1.87 eV
HOMO-LUMO gap (spin up / spin down): 6.46 / 6.52 eV

These are the Mulliken partial charges, in e, on atoms 1 to 4: C -0.670; C -0.536; C -0.189; H 0.180